Entry from the OMol25 dataset: a molecular structure, C47H45O6P4Sr (wB97M-V/def2-TZVPD).

The calculation puts the LUMO energy at -0.0821 hartree. Its orbital gap is 6.5 eV.

```
! wB97M-V def2-TZVPD RIJCOSX def2/J DEFGRID3
* xyz 1 1
Sr -0.345 0.225 -0.222
O -0.195 0.714 2.865
C 0.698 0.281 2.132
C 1.972 -0.250 2.745
C 2.136 -0.558 4.089
C 3.335 -1.096 4.535
C 4.375 -1.313 3.639
C 4.227 -0.997 2.293
C 3.019 -0.475 1.846
P 2.678 0.010 0.117
C 2.715 1.841 0.209
C 3.359 2.531 1.235
C 3.335 3.918 1.270
C 2.653 4.636 0.295
C 1.996 3.961 -0.723
C 2.035 2.574 -0.763
C 4.217 -0.399 -0.777
C 4.425 -1.741 -1.098
C 5.552 -2.137 -1.799
C 6.479 -1.188 -2.213
C 6.276 0.151 -1.909
C 5.156 0.544 -1.188
H 1.310 -0.372 4.765
H 3.466 -1.345 5.580
H 5.311 -1.729 3.989
H 5.050 -1.157 1.608
H 3.878 1.983 2.012
H 3.845 4.441 2.068
H 2.631 5.717 0.332
H 1.456 4.513 -1.482
H 1.553 2.054 -1.586
H 3.698 -2.485 -0.788
H 5.710 -3.184 -2.025
H 7.359 -1.492 -2.764
H 7.000 0.893 -2.222
H 5.017 1.590 -0.946
O -1.517 0.821 -2.610
P -1.115 -0.459 -3.292
C -1.208 -1.934 -2.217
P -2.655 -2.172 -1.108
O -2.392 -1.462 0.188
C -4.068 -1.560 -2.013
C -4.594 -0.328 -1.630
C -5.649 0.218 -2.349
C -6.167 -0.460 -3.442
C -5.635 -1.685 -3.831
C -4.584 -2.236 -3.120
C -2.807 -3.951 -0.930
C -4.062 -4.541 -0.788
C -4.166 -5.903 -0.547
C -3.022 -6.679 -0.439
C -1.767 -6.095 -0.563
C -1.660 -4.736 -0.803
C 0.634 -0.435 -3.726
C 1.416 -1.581 -3.881
C 2.759 -1.465 -4.197
C 3.332 -0.210 -4.358
C 2.558 0.931 -4.223
C 1.209 0.821 -3.916
C -2.114 -0.781 -4.737
C -1.938 -1.921 -5.520
C -2.734 -2.117 -6.636
C -3.697 -1.171 -6.972
C -3.865 -0.034 -6.197
C -3.075 0.165 -5.073
H -0.268 -2.093 -1.669
H -1.212 -2.775 -2.922
H -4.183 0.198 -0.777
H -6.067 1.170 -2.049
H -6.994 -0.035 -3.996
H -6.041 -2.208 -4.686
H -4.170 -3.190 -3.425
H -4.959 -3.939 -0.860
H -5.142 -6.355 -0.438
H -3.105 -7.741 -0.252
H -0.875 -6.698 -0.465
H -0.674 -4.292 -0.877
H 0.992 -2.569 -3.748
H 3.365 -2.354 -4.304
H 4.388 -0.126 -4.578
H 3.004 1.909 -4.351
H 0.592 1.707 -3.820
H -1.177 -2.654 -5.275
H -2.601 -2.998 -7.248
H -4.314 -1.323 -7.848
H -4.614 0.700 -6.464
H -3.204 1.040 -4.449
C -2.556 3.829 -1.703
O -2.207 4.080 -0.342
P -1.799 2.860 0.623
O -1.520 3.648 1.977
C -0.171 3.839 2.434
O -3.270 2.240 0.895
C -3.478 1.423 2.063
H -2.611 4.795 -2.197
H -3.527 3.335 -1.764
H -1.811 3.202 -2.196
H 0.044 4.906 2.423
H 0.542 3.312 1.798
H -0.099 3.440 3.442
H -3.560 2.058 2.942
H -2.658 0.718 2.212
H -4.407 0.882 1.905
*
```


Entry from the OMol25 dataset: a molecular structure, C47H46Cl5HgN5O5PS2 (wB97M-V/def2-TZVPD).

The calculation puts the LUMO energy (alpha / beta) at 0.1272 / 0.1269 hartree. Its orbital gap (alpha / beta) is 5.6 / 6.0 eV. The expectation value of S² is 0.77.

```
! wB97M-V def2-TZVPD RIJCOSX def2/J DEFGRID3
* xyz -2 2
Hg 0.203 0.285 -0.221
C 1.901 4.912 2.614
C 2.320 4.747 1.196
N 1.823 3.901 0.329
C 2.498 4.130 -0.850
C 3.417 5.142 -0.672
N 3.284 5.516 0.630
C 4.407 5.904 -1.526
O 4.501 5.537 -2.729
O 5.017 6.815 -0.944
C 2.193 3.401 -2.107
O 2.908 3.786 -3.150
O 1.343 2.538 -2.222
H 1.147 4.165 2.833
H 1.479 5.906 2.783
H 2.751 4.779 3.287
H 3.855 6.245 1.026
H 3.582 4.540 -2.931
Cl 0.925 -7.876 3.506
C 1.154 -6.520 2.453
C 0.248 -5.456 2.449
Cl -1.136 -5.519 3.489
C 0.441 -4.364 1.629
Cl -0.720 -3.077 1.590
C 1.592 -4.207 0.770
O 1.809 -3.191 0.090
C 2.458 -5.361 0.781
Cl 3.812 -5.300 -0.294
C 2.251 -6.460 1.590
Cl 3.363 -7.788 1.556
C -1.692 3.734 -0.617
C -2.644 2.627 -0.893
N -2.321 1.499 -1.412
C -3.398 0.667 -1.612
C -4.592 1.188 -1.218
S -4.370 2.763 -0.562
C -3.187 -0.657 -2.206
C -3.922 -1.220 -3.201
S -3.285 -2.764 -3.605
C -2.040 -2.552 -2.359
N -2.147 -1.427 -1.753
C -1.023 -3.603 -2.113
H -1.271 4.085 -1.561
H -2.177 4.558 -0.096
H -0.847 3.348 -0.039
H -5.570 0.737 -1.231
H -4.762 -0.807 -3.735
H -1.491 -4.543 -1.813
H -0.335 -3.265 -1.340
H -0.441 -3.775 -3.021
N 1.176 -0.863 -2.182
C 2.377 -0.764 -2.516
C 3.512 -0.275 -1.681
C 4.581 0.404 -2.261
C 5.638 0.844 -1.479
C 5.633 0.614 -0.110
C 4.564 -0.054 0.471
C 3.511 -0.504 -0.308
C 2.699 -1.247 -3.908
C 3.723 -2.165 -4.124
C 3.930 -2.687 -5.392
C 3.128 -2.288 -6.452
C 2.108 -1.369 -6.239
C 1.888 -0.858 -4.970
H 4.578 0.603 -3.325
H 6.471 1.359 -1.941
H 6.462 0.952 0.500
H 4.558 -0.239 1.539
H 2.698 -1.071 0.129
H 4.338 -2.479 -3.290
H 4.718 -3.412 -5.558
H 3.285 -2.706 -7.440
H 1.479 -1.061 -7.066
H 1.085 -0.158 -4.772
C -2.926 2.068 5.574
C -2.698 1.978 4.065
C -4.052 1.700 3.393
C -2.194 3.338 3.558
P -1.506 0.641 3.304
C -2.633 -0.811 3.481
C -3.087 -1.350 4.685
C -4.013 -2.381 4.698
C -4.506 -2.892 3.505
C -4.066 -2.365 2.302
C -3.137 -1.334 2.290
C -0.007 0.204 4.436
C 1.227 0.531 3.580
C 0.070 1.018 5.726
C 0.075 -1.289 4.762
H -3.738 2.780 5.764
H -2.047 2.434 6.099
H -3.218 1.108 6.000
H -4.686 2.591 3.452
H -4.576 0.878 3.880
H -3.928 1.446 2.338
H -3.017 4.059 3.528
H -1.781 3.252 2.551
H -1.422 3.739 4.217
H -2.719 -0.962 5.626
H -4.348 -2.793 5.644
H -5.229 -3.698 3.519
H -4.432 -2.769 1.366
H -2.787 -0.936 1.342
H 1.342 1.602 3.426
H 1.164 0.058 2.598
H 2.126 0.155 4.079
H 0.008 2.088 5.517
H 1.033 0.827 6.212
H -0.718 0.741 6.427
H 0.074 -1.889 3.853
H -0.734 -1.636 5.399
H 1.015 -1.476 5.291
*
```